C19H28CdN3O8P2Si | ωB97M-V/def2-TZVPD

**Frontier orbital gap**: 7.3 eV
**Molar mass**: 628.89 g mol⁻¹
**Total charge**: -1
**Max |F|**: 0.0065 Eh/bohr
**HOMO**: -4.88 eV
**Energy relative to the best compared isomer or geometry (same formula, charge and spin)**: 0.00 kcal per mole

CARTESIAN COORDINATES (ANGSTROEM)
1 Cd -0.263 -0.102 -0.017
2 C 2.491 3.575 0.875
3 C 2.078 2.160 0.596
4 N 1.134 1.549 1.203
5 N 0.426 2.199 2.162
6 C -0.439 1.370 2.743
7 O -0.573 0.137 2.501
8 C -1.315 2.012 3.783
9 C -1.326 3.394 3.964
10 C -2.165 3.971 4.905
11 C -2.997 3.174 5.680
12 C -2.991 1.797 5.505
13 C -2.157 1.220 4.557
14 C 2.772 1.344 -0.435
15 C 4.023 1.692 -0.939
16 C 4.671 0.821 -1.801
17 C 4.062 -0.373 -2.149
18 C 2.796 -0.624 -1.640
19 N 2.167 0.214 -0.828
20 H 1.995 3.910 1.782
21 H 2.188 4.226 0.050
22 H 3.571 3.669 1.000
23 H -0.672 4.000 3.350
24 H -2.180 5.048 5.027
25 H -3.650 3.624 6.419
26 H -3.643 1.171 6.103
27 H -2.161 0.151 4.398
28 H 4.492 2.622 -0.651
29 H 5.652 1.070 -2.187
30 H 4.547 -1.086 -2.802
31 H 2.257 -1.532 -1.893
32 C -0.697 -4.365 2.729
33 C -1.056 -4.028 1.289
34 O -1.619 -5.179 0.633
35 P -2.389 -2.755 1.237
36 O -3.675 -3.658 1.571
37 O -2.323 -1.871 2.536
38 O -2.455 -2.018 -0.038
39 P 0.395 -3.471 0.279
40 O 1.646 -4.285 0.939
41 O 0.168 -3.995 -1.088
42 O 0.663 -2.018 0.584
43 H -1.593 -4.604 3.304
44 H -0.210 -3.510 3.199
45 H -0.023 -5.222 2.743
46 H -1.260 -5.149 -0.275
47 H -3.528 -4.526 1.157
48 H -1.716 -1.087 2.500
49 H 1.999 -3.764 1.672
50 C -3.510 1.407 0.571
51 Si -2.079 1.504 -0.663
52 C -2.925 1.246 -2.339
53 C -1.555 3.330 -0.639
54 H -4.306 2.102 0.279
55 H -3.199 1.657 1.589
56 H -3.925 0.394 0.591
57 H -3.806 1.893 -2.412
58 H -3.254 0.206 -2.429
59 H -2.266 1.466 -3.185
60 H -2.432 3.977 -0.749
61 H -0.855 3.565 -1.449
62 H -1.064 3.570 0.310

Results of the natural (NBO) charge analysis, in e, for atoms 1 through 8: number 1, Cd, carries 1.343; number 2, C, carries -0.682; number 3, C, carries 0.172; number 4, N, carries -0.285; number 5, N, carries -0.500; number 6, C, carries 0.615; number 7, O, carries -0.799; number 8, C, carries -0.138